(1)
# C21H33AuBrN4SbSe4

A structure of composition C21H33AuBrN4SbSe4 (the ωB97M-V functional and the def2-TZVPD basis, OMol25).

Positions of all 65 atoms, in Å:
Au  -0.004  -0.143  0.763
Se  -2.118  -3.019  2.676
Sb  0.559  -2.552  2.954
Se  1.061  -3.730  4.952
Se  -2.530  -1.057  3.887
Se  -0.418  -0.083  3.748
C  6.298  0.519  2.908
C  4.870  0.920  2.625
C  4.261  1.927  3.365
C  2.930  2.259  3.113
C  2.228  3.326  3.921
C  2.243  1.595  2.111
C  2.818  0.557  1.332
C  4.160  0.247  1.633
N  2.035  -0.056  0.374
C  2.606  -0.826  -0.749
C  3.711  -0.039  -1.479
C  3.113  -2.215  -0.327
C  1.504  -1.065  -1.787
H  6.719  1.113  3.719
H  6.927  0.654  2.024
H  6.356  -0.535  3.193
H  4.809  2.432  4.155
H  2.814  3.603  4.797
H  1.251  2.973  4.259
H  2.067  4.233  3.330
H  1.199  1.850  1.935
H  4.664  -0.561  1.125
H  4.507  0.286  -0.811
H  3.280  0.851  -1.949
H  4.156  -0.659  -2.261
H  3.999  -2.171  0.306
H  3.360  -2.815  -1.209
H  2.331  -2.730  0.233
H  0.991  -0.130  -2.033
H  0.763  -1.776  -1.402
H  1.938  -1.489  -2.698
Br  -2.680  2.116  1.657
C  -3.112  0.489  0.776
C  -4.453  0.153  0.677
C  -4.785  -0.962  -0.063
C  -3.777  -1.681  -0.686
C  -2.476  -1.275  -0.516
N  -2.125  -0.189  0.208
H  -5.197  0.747  1.184
H  -5.820  -1.266  -0.156
H  -3.994  -2.561  -1.274
H  -1.654  -1.812  -0.969
N  0.400  5.193  -0.570
C  1.365  4.129  -0.085
C  1.201  2.924  -0.993
N  -0.168  2.459  -1.062
C  -1.147  3.463  -1.399
C  -1.032  4.709  -0.523
H  0.633  5.405  -1.540
H  0.507  6.050  -0.036
H  1.089  3.884  0.941
H  2.372  4.542  -0.108
H  1.820  2.106  -0.610
H  1.563  3.176  -2.002
H  -0.382  1.976  -0.191
H  -2.150  3.056  -1.280
H  -1.030  3.749  -2.454
H  -1.246  4.461  0.515
H  -1.680  5.519  -0.852

Net charge ... 0
LUMO level ... -1.119 eV
Molar mass ... 1055.99 u
HOMO-LUMO gap ... 4.847 eV
Highest occupied orbital energy ... -5.97 eV

=====

(2)
# C10H7N3O4S7Ti

A structure of composition C10H7N3O4S7Ti in a non-equilibrium geometry (the ωB97M-V functional and the def2-TZVPD basis, OMol25).

Positions of all 32 atoms, in Å:
Ti  -0.270  -0.063  -0.137
O  1.240  0.814  0.720
C  1.580  0.939  1.972
C  2.851  0.561  2.427
C  3.195  0.730  3.754
C  2.293  1.271  4.668
C  1.031  1.639  4.229
C  0.665  1.486  2.895
C  -0.653  1.883  2.405
N  -1.268  1.439  1.327
C  -2.459  2.120  1.245
C  -2.565  2.982  2.287
N  -1.409  2.825  3.021
H  3.533  0.123  1.711
H  4.178  0.420  4.092
H  2.560  1.380  5.712
H  0.308  2.019  4.944
H  -3.126  1.933  0.422
H  -3.325  3.692  2.554
H  -1.128  3.347  3.828
S  -0.114  2.512  -1.278
S  -1.880  2.912  -2.294
S  -2.361  1.047  -2.970
S  -2.582  0.005  -1.187
S  -1.431  -4.334  1.845
C  -1.104  -2.898  1.047
S  -0.881  -1.373  1.870
S  -0.896  -2.635  -0.605
O  1.662  -1.403  -0.465
N  1.685  -0.951  -1.621
O  2.622  -1.009  -2.376
O  0.571  -0.360  -1.946

Net charge ... -2
LUMO level ... 4.502 eV
Molar mass ... 505.52 u
HOMO-LUMO gap ... 5.752 eV
Highest occupied orbital energy ... -1.25 eV

=====

(3)
# C6H8N4O2

An isolated molecule of C6H8N4O2 in a non-equilibrium geometry (the ωB97M-V functional and the def2-TZVPD basis, OMol25).

Positions of all 20 atoms, in Å:
C  -0.497  -0.951  -2.219
C  -0.111  0.235  -2.929
C  -0.484  -0.555  -0.924
C  0.266  1.324  0.292
C  0.711  0.357  1.402
C  -0.583  -1.437  0.471
N  0.171  1.247  -2.100
N  -0.108  0.702  -0.884
N  -0.379  -0.611  1.582
N  0.331  -2.564  0.317
O  0.411  -3.188  -0.741
O  0.982  -2.748  1.324
H  -0.814  -1.970  -2.691
H  -0.002  0.241  -3.982
H  -0.500  1.964  0.678
H  1.081  1.955  -0.058
H  1.627  -0.126  1.019
H  0.833  0.886  2.285
H  -1.561  -1.940  0.437
H  -0.166  -1.280  2.305

Net charge ... 0
LUMO level ... -0.144 eV
Molar mass ... 168.16 u
SMILES ... O=[N+]([O-])[C@H]1NCCn2nccc21
HOMO-LUMO gap ... 9.175 eV
Highest occupied orbital energy ... -9.32 eV

=====

(4)
# ClH18O9

A cluster of 10 separate species, ClH18O9 in total (the ωB97M-V functional and the def2-TZVPD basis, OMol25).

Positions of all 28 atoms, in Å:
Cl  -0.114  0.039  0.147
O  -0.925  3.084  -1.564
H  -0.744  2.307  -1.034
H  -0.299  3.738  -1.253
O  -0.103  2.858  2.050
H  0.016  2.177  1.388
H  -0.768  2.505  2.640
O  2.415  -2.366  -1.028
H  2.149  -3.058  -0.422
H  1.922  -1.596  -0.744
O  0.545  0.073  -3.217
H  -0.135  -0.556  -3.458
H  0.465  0.160  -2.267
O  -3.484  0.701  0.533
H  -2.541  0.850  0.600
H  -3.681  0.819  -0.396
O  2.897  1.334  -0.178
H  3.154  1.747  -1.002
H  1.977  1.101  -0.302
O  -0.768  -2.938  1.625
H  -0.378  -3.338  0.848
H  -0.645  -1.997  1.498
O  -2.179  -2.268  -1.048
H  -1.626  -1.613  -0.623
H  -2.634  -2.704  -0.327
O  1.696  -0.556  2.818
H  1.194  -0.236  2.068
H  2.592  -0.266  2.649

Net charge ... -1
LUMO level ... 3.116 eV
Molar mass ... 197.59 u
HOMO-LUMO gap ... 10.639 eV
Highest occupied orbital energy ... -7.52 eV

=====

(5)
# C41H45N10OPRbSi

A structure of composition C41H45N10OPRbSi in a non-equilibrium geometry (the ωB97M-V functional and the def2-TZVPD basis, OMol25).

Positions of all 100 atoms, in Å:
Rb  -0.210  -0.642  0.122
C  -5.503  3.597  3.230
N  -5.954  2.504  2.410
C  -7.203  2.384  1.853
C  -7.217  1.181  1.146
N  -5.996  0.692  1.234
C  -5.247  1.448  2.038
P  -3.530  1.152  2.683
C  -3.448  -0.660  2.294
N  -2.466  -1.134  1.608
C  -2.548  -2.492  1.743
C  -3.554  -2.797  2.598
N  -4.098  -1.618  2.982
C  -5.405  -1.474  3.662
C  -2.584  1.818  1.323
N  -2.892  1.930  0.070
C  -1.796  2.365  -0.599
C  -0.750  2.514  0.276
N  -1.284  2.195  1.572
C  -0.552  2.240  2.810
H  -4.919  4.408  2.713
H  -6.391  3.967  3.869
H  -4.764  3.205  3.921
H  -7.934  3.095  2.023
H  -8.058  0.727  0.578
H  -1.849  -3.152  1.149
H  -3.903  -3.776  2.880
H  -5.398  -0.766  4.425
H  -6.113  -1.118  2.864
H  -5.733  -2.489  4.017
H  -1.753  2.451  -1.689
H  0.312  2.748  0.133
H  0.078  3.182  2.877
H  -1.272  2.121  3.626
H  0.140  1.401  2.836
O  0.001  -2.823  -2.926
C  1.408  -2.697  -2.847
C  2.054  -4.081  -2.559
C  1.673  -4.782  -1.237
C  2.258  -4.210  0.030
C  3.530  -4.543  0.440
C  4.087  -3.825  1.494
C  3.275  -2.845  2.114
C  2.004  -2.661  1.682
N  1.473  -3.267  0.649
H  -0.435  -1.933  -2.911
H  1.670  -1.934  -2.078
H  1.839  -2.233  -3.746
H  3.131  -3.928  -2.675
H  1.707  -4.642  -3.450
H  1.968  -5.790  -1.334
H  0.613  -4.819  -1.117
H  3.961  -5.367  -0.141
H  5.069  -4.105  1.792
H  3.602  -2.233  2.950
H  1.402  -1.838  2.090
N  2.463  3.819  -9.995
C  2.296  3.321  -8.945
C  1.900  2.740  -7.685
C  2.134  3.489  -6.535
C  1.595  3.030  -5.339
C  1.032  1.740  -5.279
C  0.854  1.029  -6.492
C  1.310  1.479  -7.693
C  0.622  1.128  -3.993
C  1.673  0.855  -3.086
C  3.063  1.251  -3.205
C  3.568  1.238  -1.900
C  2.522  0.749  -1.085
N  1.426  0.494  -1.766
C  -0.722  0.741  -3.743
C  -1.788  1.474  -4.293
C  -2.955  0.944  -3.834
C  -2.540  -0.226  -3.044
N  -1.205  -0.341  -3.034
H  2.522  4.537  -6.566
H  1.716  3.580  -4.392
H  0.263  0.120  -6.395
H  1.007  0.907  -8.591
H  3.663  1.295  -4.152
H  4.622  1.323  -1.598
H  2.550  0.590  0.032
H  -1.600  2.359  -4.905
H  -3.965  1.331  -4.004
H  -3.188  -0.895  -2.546
C  3.081  1.083  6.234
Si  3.734  -0.009  4.879
C  5.453  0.413  4.366
C  3.895  -1.729  5.631
C  2.669  0.103  3.393
C  1.895  0.330  2.439
H  3.550  0.783  7.166
H  1.986  0.992  6.284
H  3.380  2.141  6.048
H  6.124  0.503  5.216
H  5.436  1.485  3.926
H  5.746  -0.441  3.688
H  4.326  -2.497  4.976
H  2.880  -2.053  5.833
H  4.513  -1.857  6.495

Net charge ... -1
LUMO level ... 1.895 eV
Molar mass ... 838.41 u
HOMO-LUMO gap ... 6.321 eV
Highest occupied orbital energy ... -4.43 eV

=====

(6)
# C6H9ClIrN2O10S2Te

A structure of composition C6H9ClIrN2O10S2Te in a non-equilibrium geometry (the ωB97M-V functional and the def2-TZVPD basis, OMol25).

Positions of all 32 atoms, in Å:
Ir  -1.238  0.021  0.924
O  -2.304  3.514  -0.523
S  -1.826  2.357  0.132
O  -1.888  2.301  1.621
O  -0.300  2.074  -0.162
O  -2.490  1.018  -0.289
O  0.287  -2.410  3.782
Cl  0.394  -1.059  3.322
O  1.526  -0.380  3.876
O  -0.835  -0.314  3.584
O  0.462  -1.042  1.764
C  -2.432  -4.641  -1.443
O  -2.657  -3.938  -0.216
C  -2.070  -2.764  0.001
O  -2.157  -2.203  1.062
N  -1.311  -2.245  -1.028
N  -0.790  -0.953  -0.828
H  -2.907  -5.607  -1.317
H  -1.366  -4.785  -1.616
H  -2.904  -4.122  -2.279
H  -1.414  -2.556  -1.978
H  -1.254  -0.290  -1.451
H  0.216  -0.955  -0.974
Te  0.900  2.459  1.490
C  2.444  2.814  0.205
C  2.670  3.951  -0.528
C  3.788  3.831  -1.390
C  4.392  2.605  -1.279
S  3.603  1.615  -0.161
H  2.047  4.831  -0.453
H  4.141  4.613  -2.046
H  5.273  2.259  -1.799

Net charge ... 0
LUMO level (spin up / spin down) ... -0.938 / -0.960 eV
Multiplicity ... 2
Molar mass ... 688.55 u
HOMO-LUMO gap (spin up / spin down) ... 7.605 / 7.506 eV
Highest occupied orbital energy (spin up / spin down) ... -8.54 / -8.47 eV

=====

What is the molar mass in the third record? 168.16 u

=====

Which formula does entry 3 have? C6H8N4O2

=====

Which value of net charge does entry 5 give? -1

=====

Which value of molar mass does entry 4 give? 197.59 u